No. 1
A molecular structure, C12H24AlO20S2. Source: the Open Molecules 2025 dataset; level of theory: wB97M-V/def2-TZVPD.

```
59
C12H24AlO20S2, DFT wB97M-V/def2-TZVPD
Al -0.249 0.690 1.103
S 1.718 3.398 1.887
O 1.912 2.479 0.744
O 0.525 2.894 2.575
O 2.760 3.315 2.910
O 1.552 4.747 1.412
S 1.435 -0.850 3.746
O 1.067 -0.399 5.087
O 2.519 -1.828 3.810
O 0.274 -1.350 2.993
O 1.833 0.375 3.018
C -3.459 -2.613 -2.953
O -3.002 -1.551 -2.132
C -1.795 -1.016 -2.278
O -1.312 -0.233 -1.525
O -1.208 -1.442 -3.395
C 0.042 -0.878 -3.724
H -4.061 -2.232 -3.777
H -4.073 -3.226 -2.297
H -2.654 -3.215 -3.370
H 0.671 -0.695 -2.851
H -0.051 0.065 -4.259
H 0.592 -1.604 -4.319
C -1.800 4.759 2.291
O -3.106 4.486 1.816
C -3.371 3.394 1.128
O -2.567 2.545 0.865
O -4.635 3.335 0.700
C -5.526 4.387 1.069
H -1.512 4.065 3.079
H -1.792 5.771 2.689
H -1.050 4.700 1.502
H -5.809 4.249 2.112
H -6.404 4.348 0.429
H -5.089 5.370 0.904
C 1.044 -3.958 1.889
O 0.942 -4.050 0.450
C 0.362 -3.039 -0.186
O -0.234 -2.167 0.338
O 0.481 -3.157 -1.505
C 1.025 -4.290 -2.137
H 0.013 -3.980 2.239
H 1.611 -3.101 2.253
H 1.601 -4.842 2.194
H 1.141 -5.167 -1.503
H 2.009 -4.059 -2.550
H 0.370 -4.584 -2.958
C 2.875 1.809 -2.269
O 3.710 0.850 -1.618
C 3.062 -0.017 -0.816
O 1.874 -0.067 -0.706
O 3.992 -0.765 -0.253
C 3.527 -1.753 0.649
H 2.250 2.287 -1.512
H 2.261 1.359 -3.049
H 3.564 2.548 -2.669
H 2.836 -2.440 0.150
H 2.985 -1.313 1.491
H 4.326 -2.344 1.089
```

Lowest unoccupied orbital energy = -1.716 eV
HOMO energy = -0.20311 Eh
Net charge = -1
Orbital gap = 3.811 eV
Energy = -3015.17517 hartree



No. 2
A molecular structure, C12H24AuN4O2Ta. Source: the Open Molecules 2025 dataset; level of theory: wB97M-V/def2-TZVPD.

```
44
C12H24AuN4O2Ta, DFT wB97M-V/def2-TZVPD
N 1.620 0.766 1.058
C 2.549 0.992 1.828
O 3.542 1.067 2.454
Au 1.602 -0.471 -2.517
Ta 0.159 0.032 0.036
N -0.206 0.800 -1.807
N -1.319 0.616 1.189
C 0.081 2.101 -2.467
C -1.410 1.631 2.263
C 0.254 1.865 -3.971
C -1.087 3.058 -2.218
C 1.371 2.653 -1.887
C -0.748 1.048 3.508
C -2.863 1.982 2.587
C -0.693 2.891 1.828
H 1.007 1.076 -4.158
H 0.612 2.794 -4.440
H -0.696 1.567 -4.431
H -2.018 2.672 -2.657
H -0.840 4.012 -2.709
H -1.221 3.248 -1.141
H 1.292 2.829 -0.803
H 1.591 3.610 -2.391
H 2.213 1.967 -2.083
H -1.276 0.144 3.831
H -0.779 1.789 4.320
H 0.298 0.788 3.316
H -3.394 1.157 3.071
H -3.413 2.294 1.694
H -2.878 2.822 3.295
H -0.767 3.631 2.638
H -1.158 3.325 0.934
H 0.368 2.719 1.640
C -1.339 0.043 -2.415
H -1.584 -0.809 -1.758
H -2.229 0.680 -2.519
H -1.036 -0.353 -3.401
C -2.340 -0.454 1.256
H -2.024 -1.334 0.682
H -2.509 -0.777 2.295
H -3.300 -0.101 0.847
O 1.499 -4.033 0.189
C 0.954 -2.987 0.220
N 0.440 -1.888 0.251
```

Lowest unoccupied orbital energy (spin up / spin down) = -9.519 / -9.519 eV
HOMO energy (spin up / spin down) = -0.59237 / -0.59239 Eh
Net charge = +2
Orbital gap (spin up / spin down) = 6.600 / 6.601 eV
Energy = -1033.29447 hartree



Values of energy relative to the best compared isomer or geometry (same formula, charge and spin), in order: 0.0; 0.0, all in kJ/mol.